The following is a DFT calculation (wB97M-V/def2-TZVPD) of C48H46BrMnN4O2S2 as an isolated structure.

The geometry in XYZ format:
```
104
Properties=species:S:1:pos:R:3:forces:R:3:lowdin_charge:R:1
Mn -0.693682 0.685503 -0.828825 0.077 0.266 -0.542 0.653
N -4.005967 0.132160 -3.372532 -0.191 -0.136 0.062 0.115
C -5.206026 0.422908 -2.718367 -0.045 0.009 -0.108 -0.259
C -6.363165 0.720130 -3.433421 0.029 0.012 -0.053 -0.038
C -7.557497 0.962722 -2.768857 0.026 0.001 -0.034 -0.111
C -7.601518 0.935413 -1.382537 0.067 -0.044 0.102 -0.112
C -6.444171 0.647417 -0.665532 -0.082 0.037 -0.040 -0.110
C -5.253371 0.372503 -1.324705 0.013 -0.036 0.141 -0.464
S -3.818544 -0.148261 -0.449634 -0.014 -0.060 -0.073 0.999
N -2.603234 0.449026 -1.483306 -0.233 0.128 0.148 -0.365
C -2.772376 0.424152 -2.797310 0.054 0.009 -0.068 -0.365
C -1.657974 0.734165 -3.604949 -0.013 0.017 -0.078 -0.214
C -1.674169 0.792998 -5.024025 -0.038 0.001 -0.025 -0.046
C -0.525234 1.062649 -5.709974 0.055 0.020 0.030 -0.103
C 0.668161 1.299180 -4.995588 -0.039 -0.003 -0.049 -0.083
C 0.612498 1.254479 -3.616917 0.096 0.062 0.019 -0.124
N -0.485074 0.984631 -2.913193 0.081 -0.105 0.177 0.028
H -4.040443 0.200392 -4.373004 -0.017 0.026 -0.054 0.109
H -6.325957 0.745126 -4.519259 0.003 0.018 0.068 0.107
H -8.452610 1.180639 -3.339239 0.037 0.002 0.013 0.095
H -8.527935 1.137982 -0.858734 0.039 -0.024 -0.018 0.094
H -6.460890 0.610310 0.418875 -0.002 0.037 -0.057 0.103
H -2.591967 0.616893 -5.571366 0.027 0.002 -0.030 0.091
H -0.531103 1.097374 -6.793028 -0.025 -0.006 0.018 0.096
H 1.602212 1.512204 -5.495838 -0.023 0.013 0.035 0.090
H 1.499547 1.448805 -3.027943 -0.092 -0.050 -0.101 0.076
C -0.716464 -5.935263 4.121265 0.004 0.019 -0.015 -0.074
C -1.012020 -4.535324 4.664759 -0.011 0.022 -0.023 -0.563
C -2.348938 -4.593707 5.419183 -0.027 -0.019 -0.022 -0.058
C 0.105227 -4.154838 5.647849 0.020 -0.029 0.056 -0.054
C -1.079407 -3.488730 3.550804 -0.038 -0.003 0.091 -0.191
C -1.465010 -2.181194 3.844664 0.017 0.057 -0.008 -0.102
C -1.481849 -1.230147 2.851968 -0.003 -0.005 -0.067 -0.545
Br -2.021744 0.537345 3.323419 -0.102 -0.087 -0.081 0.812
C -1.111824 -1.469749 1.497442 0.140 0.206 0.064 -0.396
O -1.115905 -0.483483 0.660244 -0.245 -0.295 0.322 -0.277
C -0.756559 -2.811074 1.196391 -0.006 -0.081 0.075 -0.079
C -0.751984 -3.754218 2.231494 0.031 -0.027 -0.134 -0.003
C -0.412330 -3.353481 -0.205849 0.034 0.002 -0.004 -0.520
C -0.358174 -2.314267 -1.330731 -0.163 -0.131 -0.029 -0.059
C 0.966459 -4.037571 -0.175545 0.037 0.022 0.019 -0.051
C -1.485450 -4.383045 -0.599247 -0.001 -0.046 -0.049 -0.047
H -0.708593 -6.652570 4.946797 0.009 0.021 -0.036 0.079
H 0.259969 -5.977390 3.630762 -0.062 -0.011 0.022 0.082
H -1.478875 -6.251072 3.403605 0.049 0.003 0.032 0.087
H -2.326068 -5.386964 6.174076 0.004 0.054 -0.024 0.078
H -3.168460 -4.799620 4.725081 0.039 0.003 0.055 0.090
H -2.567967 -3.652815 5.929005 0.008 -0.043 -0.047 0.073
H 0.182311 -4.895277 6.454097 -0.011 0.076 -0.070 0.079
H -0.084804 -3.177088 6.099108 0.023 -0.060 -0.040 0.078
H 1.066505 -4.106471 5.128348 -0.052 0.005 0.048 0.087
H -1.746037 -1.891117 4.851027 0.014 -0.005 -0.052 0.095
H -0.473034 -4.768323 1.970155 -0.026 0.081 0.009 0.085
H 0.387045 -1.547847 -1.134167 0.144 0.100 0.020 0.066
H -1.329660 -1.844817 -1.493402 0.042 0.000 0.018 0.069
H -0.071940 -2.819805 -2.258897 -0.019 0.008 0.027 0.090
H 1.734943 -3.322687 0.136404 -0.049 -0.067 -0.032 0.088
H 1.225050 -4.402608 -1.175624 -0.025 0.017 0.071 0.081
H 0.996289 -4.888288 0.509596 0.007 0.065 -0.036 0.070
H -2.474570 -3.917935 -0.583508 0.038 -0.022 -0.015 0.089
H -1.500020 -5.237498 0.082940 -0.008 0.061 -0.038 0.074
H -1.296699 -4.757039 -1.612123 -0.006 0.008 0.073 0.082
N -1.455989 2.707823 0.219090 0.399 0.029 0.059 0.106
C -0.544012 3.782913 0.161691 -0.109 -0.006 0.028 -0.244
C -0.746726 4.812701 -0.752065 -0.008 0.016 -0.076 -0.034
C 0.165137 5.852278 -0.863088 -0.010 -0.022 0.002 -0.103
C 1.290744 5.880012 -0.052996 0.002 -0.050 0.069 -0.106
C 1.494806 4.848114 0.856827 -0.030 0.019 -0.064 -0.031
C 0.597368 3.791528 0.975010 0.070 -0.056 0.072 -0.134
C 0.871451 2.674434 1.926611 -0.029 0.055 0.004 -0.157
C 0.888719 2.905780 3.302122 -0.020 -0.049 -0.073 -0.051
C 1.180406 1.882896 4.192581 0.057 0.033 -0.039 -0.122
C 1.460770 0.614428 3.702449 0.053 0.039 -0.018 -0.106
C 1.445696 0.373126 2.337642 0.021 -0.078 0.071 -0.044
C 1.160304 1.393172 1.434209 0.180 0.136 -0.065 -0.188
H -2.360493 2.918089 -0.171582 -0.127 -0.035 -0.029 0.098
H -1.538449 2.273152 1.132604 -0.032 -0.055 0.069 0.050
H -1.625372 4.785452 -1.390395 0.049 0.011 0.038 0.110
H -0.006223 6.640730 -1.587019 -0.006 -0.033 0.026 0.096
H 2.007367 6.689062 -0.131332 -0.024 -0.047 -0.007 0.093
H 2.387326 4.835654 1.473624 -0.056 0.004 -0.005 0.118
H 0.662174 3.901964 3.666326 0.008 -0.010 0.003 0.112
H 1.178598 2.070827 5.260007 0.001 0.000 -0.042 0.096
H 1.691773 -0.193530 4.386816 -0.048 -0.012 -0.016 0.102
H 1.650293 -0.622738 1.959099 0.004 0.058 0.005 0.120
C 7.926948 2.591919 -0.772465 -0.059 0.015 -0.027 -0.042
C 8.433900 2.686503 -2.191819 -0.017 -0.018 -0.055 -0.744
O 9.557003 3.044565 -2.450138 -0.033 -0.020 0.017 -0.030
S 7.386115 2.220873 -3.573199 0.019 0.009 0.027 0.994
C 5.790897 1.894418 -2.899415 0.072 0.058 0.061 -0.601
C 4.854035 2.937079 -2.776937 -0.114 -0.106 0.051 -0.121
C 3.651744 2.734618 -2.143295 0.130 -0.007 0.022 -0.041
C 3.337184 1.461253 -1.561187 0.020 0.042 0.141 -0.265
C 4.255973 0.386208 -1.799392 0.006 0.040 0.045 -0.033
C 5.449209 0.609858 -2.439258 -0.073 0.015 -0.003 -0.126
C 2.231658 1.303434 -0.763552 0.094 -0.135 -0.058 0.022
C 1.203638 1.155235 -0.029215 -0.005 0.026 0.138 -0.122
H 8.135455 3.536328 -0.269030 0.032 -0.011 -0.045 0.086
H 8.502628 1.812687 -0.270111 -0.008 0.004 -0.018 0.089
H 6.869483 2.361137 -0.698473 -0.037 -0.014 -0.031 0.059
H 5.101386 3.911892 -3.181021 -0.023 0.000 0.026 0.099
H 2.935746 3.542222 -2.038277 0.046 -0.008 0.021 0.110
H 3.999843 -0.600421 -1.430556 0.046 0.045 -0.014 0.109
H 6.152558 -0.203181 -2.583086 -0.034 0.020 0.025 0.100
```
Positions in Å, forces in eV/Å.

Computed properties:
Expectation value of S² = 8.852
DFT total energy = -6747.662712 Eh
Highest occupied orbital energy (spin up / spin down) = -0.1127 / -0.1480 hartree
2S+1 = 6
Relative energy (zero: lowest compared OMol25 entry of this formula, charge and spin) = 33.95 kcal per mole
Net charge = -1
Frontier orbital gap (spin up / spin down) = 5.35 / 6.22 eV